[1]
21
Properties=species:S:1:pos:R:3 method="wB97M-V/def2-TZVPD" lumo_ha=-0.3684 homo_ev=-13.78 de_lowest_kcal_mol=230.97 orbital_gap_ha=0.138 charge=+1
C 1.721 -1.065 -1.335
O -1.780 1.307 0.471
C 2.153 0.004 -0.622
C 1.150 1.039 -0.286
C 1.443 1.665 1.076
N -1.863 -2.224 1.317
H 2.382 -1.887 -1.628
H 0.691 -1.293 -1.572
H -2.145 2.153 0.183
H 3.182 0.168 -0.339
H 1.118 1.704 -1.165
H 0.105 0.579 -0.278
H 2.416 2.164 1.046
H 0.528 2.146 1.415
H 1.461 0.930 1.913
H -1.954 -1.707 0.440
H -2.437 -1.937 2.099
H -1.865 -3.233 1.257
H -1.903 -0.739 -1.730
H -1.688 0.484 -0.265
O -1.405 -0.580 -0.912


[2]
21
Properties=species:S:1:pos:R:3 method="wB97M-V/def2-TZVPD" lumo_ha=-0.1247 homo_ev=-14.46 de_lowest_kcal_mol=120.20 orbital_gap_ha=0.407 charge=+1
C -0.261 0.066 -1.079
N -0.225 -1.267 -0.339
C 1.378 -1.353 0.338
C 2.065 -0.740 -0.928
C 1.185 0.248 -1.512
H -1.178 0.051 -1.839
H -0.483 0.940 -0.340
H -0.289 -2.191 -0.797
H -0.888 -1.114 0.560
H 1.918 -2.493 0.382
H 1.436 -0.854 1.184
H 2.972 -0.089 -0.483
H 2.486 -1.404 -1.622
H 1.084 0.127 -2.624
H 1.477 1.336 -1.316
H -2.956 -0.099 2.548
H -2.122 0.989 2.579
O -2.505 0.520 1.921
H -1.341 1.817 0.806
H -2.208 2.966 1.195
O -1.545 2.543 1.363


[3]
21
Properties=species:S:1:pos:R:3 method="wB97M-V/def2-TZVPD" s2=0.75 lumo_ha="-0.3327 / -0.5235" homo_ev="-19.20 / -19.15" de_lowest_kcal_mol=47.93 spin_multiplicity=2 orbital_gap_ha="0.373 / 0.180" charge=+2
C 0.637 -2.136 -1.597
C 0.161 -1.597 -0.318
C -0.044 -0.023 -0.453
C 0.143 1.914 0.919
N -0.248 0.687 0.764
H 0.700 -1.487 -2.483
H 1.730 -2.304 -1.365
H 0.112 -3.032 -1.915
H -0.636 -2.250 0.061
H 0.941 -1.559 0.508
H 0.770 0.371 -1.059
H -0.960 0.035 -1.045
H 0.892 2.276 0.234
H -0.307 2.467 1.744
H -1.060 0.357 1.296
H -0.959 -1.332 3.528
H -1.525 -2.058 2.305
O -0.947 -1.332 2.560
H 0.082 3.287 -2.455
H 0.527 1.937 -2.849
O 0.383 2.460 -2.049


[4]
22
Properties=species:S:1:pos:R:3 method="wB97M-V/def2-TZVPD" lumo_ha="-0.1468 / -0.1468" homo_ev="-10.53 / -10.53" de_lowest_kcal_mol=109.11 orbital_gap_ha="0.240 / 0.240" charge=+1
C 1.616 2.437 -0.840
C -1.621 -1.631 1.351
C 1.711 1.318 0.213
C -1.731 -0.417 0.533
N -3.075 -0.534 -0.123
O 2.157 -1.520 0.526
O 2.098 -0.758 -2.086
Si 1.770 -0.392 -0.531
H 1.787 3.439 -0.270
H 2.513 2.345 -1.480
H 0.749 2.447 -1.531
H -2.004 -1.758 2.340
H -2.149 -2.404 0.869
H -0.487 -1.892 1.312
H 0.763 1.255 0.837
H 2.596 1.507 0.638
H -1.724 0.486 1.194
H -3.406 0.324 -0.521
H -3.201 -1.241 -0.877
H -3.676 -0.749 0.608
H 2.971 -1.976 0.736
H 2.343 -0.286 -2.897


[5]
22
Properties=species:S:1:pos:R:3 method="wB97M-V/def2-TZVPD" lumo_ha=0.1486 homo_ev=-4.33 de_lowest_kcal_mol=25.42 orbital_gap_ha=0.308 charge=-1
C 0.867 2.035 0.011
N 0.154 1.807 -1.225
C -0.262 0.448 -1.583
C -1.612 -0.107 -1.019
C -2.022 0.230 0.433
O -0.963 0.117 1.333
H 1.597 1.233 0.196
H 0.253 1.955 0.905
H 1.521 2.909 -0.046
H -0.684 2.375 -1.275
H 0.478 -0.269 -1.232
H -0.337 0.436 -2.670
H -2.358 0.332 -1.699
H -1.590 -1.196 -1.059
H -2.502 1.223 0.436
H -2.778 -0.509 0.756
H 0.370 -2.270 1.750
H -0.268 -0.768 1.021
O 0.272 -1.910 0.861
H 1.901 -1.926 0.983
H 3.127 -2.216 0.058
O 2.920 -1.963 0.963


[6]
22
Properties=species:S:1:pos:R:3 method="wB97M-V/def2-TZVPD" lumo_ha=0.0022 homo_ev=-4.20 de_lowest_kcal_mol=174.20 orbital_gap_ha=0.157 charge=-1
C 0.022 1.495 1.137
N -0.094 1.023 -0.231
C 0.428 -0.293 -0.403
C 0.029 -0.878 -1.789
C 1.238 -1.416 -2.541
O 2.569 1.077 -1.529
H 1.059 1.676 1.453
H -0.442 0.817 1.869
H -0.556 2.418 1.257
H 0.495 1.567 -0.865
H 0.196 -1.028 0.363
H 1.517 -0.125 -0.688
H -0.739 -1.653 -1.793
H -0.378 -0.026 -2.341
H 1.617 -2.362 -2.136
H 0.986 -1.519 -3.606
H -1.921 -0.073 2.777
H 1.957 -0.589 -2.410
O -1.957 -0.766 1.875
H -1.693 -1.597 2.300
H -2.569 1.378 3.597
O -1.761 0.875 3.705


| no. | electronic energy (Ha) |
| --- | --- |
| 1 | -365.4627 |
| 2 | -365.6392 |
| 3 | -365.2264 |
| 4 | -655.2261 |
| 5 | -441.2783 |
| 6 | -441.0412 |